No. 1
The following is a DFT calculation (the ωB97M-V functional and the def2-TZVPD basis) of a structure of composition C36H72F3O36V in a non-equilibrium geometry.

Cartesian coordinates (Å):
C  -6.783  -2.446  1.746
H  1.520  0.441  4.193
O  -5.130  1.017  -0.289
O  0.262  2.305  -7.074
C  -1.247  4.470  -1.037
H  0.670  7.168  1.847
O  1.828  5.553  1.812
O  5.015  0.449  2.293
H  -1.574  -4.284  2.855
C  3.723  0.417  2.493
H  4.882  -3.451  3.027
O  2.222  -2.610  0.828
C  -6.464  0.653  0.176
C  0.622  2.970  -8.239
H  -3.021  0.967  -3.688
C  -2.025  -4.716  1.977
C  -3.216  1.911  -3.071
O  3.221  3.077  -4.119
C  -0.656  -2.339  -0.882
H  1.724  2.923  -8.392
O  1.122  -2.767  -5.689
H  0.155  2.422  -9.068
H  2.886  -5.996  4.052
H  -3.045  0.698  0.822
H  -1.889  3.574  -1.151
H  1.494  -1.159  3.301
H  4.606  -4.802  1.871
O  -3.605  1.350  -1.776
H  0.349  4.025  -8.308
H  2.823  -7.691  4.589
H  -8.606  -2.408  3.518
H  -6.742  -0.347  -0.108
H  4.434  -4.070  9.303
C  2.747  -0.644  -1.165
H  5.877  6.171  1.179
O  3.214  -6.348  6.113
O  3.834  -5.153  7.736
F  1.253  2.620  3.224
O  -1.504  -3.481  -1.232
O  -4.597  -0.729  4.387
H  -1.414  3.811  3.986
H  -5.507  -4.495  0.515
H  6.378  0.692  0.796
H  -0.826  -1.629  -7.476
H  -0.970  5.367  4.422
C  1.487  6.799  1.128
C  0.077  -3.308  -5.411
H  -3.965  2.580  -3.499
H  -2.304  2.475  -2.929
C  3.561  0.294  -6.364
H  -6.389  0.641  1.277
O  -3.847  0.024  2.558
O  0.084  -4.418  -4.632
H  5.342  4.766  0.278
O  3.359  1.069  -5.144
H  -1.816  0.544  2.092
H  -1.548  -5.295  -5.556
O  3.434  -0.378  3.486
O  -1.557  4.970  0.301
C  4.607  -4.073  8.250
H  -0.475  -0.890  -5.949
O  4.407  -2.795  1.164
C  5.527  1.281  1.198
C  -0.767  4.598  3.668
H  2.392  7.384  1.139
O  3.989  5.819  1.423
C  5.280  5.268  1.216
C  0.239  2.968  -5.906
O  0.478  4.270  -6.099
H  5.919  2.172  1.682
H  -0.876  -6.150  -4.212
H  3.414  3.047  -2.068
O  -0.344  3.484  1.355
H  3.565  0.980  -7.215
O  2.877  0.953  1.767
H  4.501  -0.202  -6.162
H  2.268  -1.033  4.983
C  -1.033  4.431  1.346
C  3.289  -6.737  4.713
C  -4.944  1.303  -1.546
C  0.560  5.019  -4.928
O  -2.478  -5.332  -0.578
H  3.866  1.534  -2.860
H  -2.132  -1.281  -6.301
O  -1.277  5.215  2.411
C  -1.921  -4.277  -0.244
O  -6.645  -2.797  0.433
C  3.178  2.376  -2.885
O  -2.715  -1.598  3.629
C  -8.321  -1.422  3.153
H  -0.162  4.218  -1.140
C  -2.742  0.076  1.642
C  4.287  -3.785  2.196
C  2.081  -0.525  4.034
H  -7.249  1.301  -0.176
O  0.018  2.516  -4.823
C  -5.513  -3.593  -0.031
C  -3.644  -0.858  3.515
H  -0.357  5.091  -4.289
H  -1.596  -5.679  1.712
C  3.911  -5.276  6.457
H  4.289  -3.183  7.803
H  1.451  4.924  -4.366
H  -5.604  -3.685  -1.098
F  0.197  0.922  1.378
H  -4.642  -3.017  0.156
O  -6.054  -2.810  2.610
H  -5.586  -1.794  5.779
C  3.361  -2.292  0.532
O  3.151  3.761  1.595
H  -1.229  -1.430  -0.753
H  -4.219  -0.905  6.350
H  -9.188  -0.790  3.108
H  0.097  -2.507  -0.123
H  -0.112  -2.125  -1.794
O  -1.149  -2.961  -5.757
H  -3.136  -4.722  2.192
O  -1.785  -3.744  0.952
O  -7.862  -1.667  1.803
C  3.010  4.923  1.584
H  2.242  0.147  -0.596
H  0.289  4.358  3.507
H  -1.936  -4.750  -3.906
H  2.717  -0.424  -6.452
H  -1.540  5.278  -1.675
H  3.330  -0.164  -1.966
H  2.153  1.947  -2.724
V  1.290  2.193  1.484
O  -5.841  1.394  -2.447
H  4.346  -6.794  4.491
C  -4.523  -1.549  5.557
H  -3.807  -2.358  5.543
C  -1.104  -1.680  -6.413
C  3.149  2.419  -5.292
H  5.656  -4.293  7.994
H  0.606  6.021  -5.427
H  3.188  -3.792  2.470
O  4.556  -4.568  5.645
H  -7.468  -1.004  3.695
C  -1.135  -5.139  -4.560
F  1.612  2.513  -0.315
O  3.738  -1.327  -0.377
H  -2.637  -0.976  1.356
H  4.692  1.499  0.554
H  1.143  6.598  0.065
H  5.633  4.664  2.091
H  2.082  -1.422  -1.488
O  3.160  3.061  -6.320

Properties
- HOMO-LUMO gap (spin up / spin down): 8.1 / 10.5 eV
- Spin multiplicity: 3
- M: 1188.87 g/mol
- Total charge: 0
- DFT total energy: -5367.2768 hartree

Atom charges from the Mulliken analysis, given in e for atoms 1 to 99: 0.841, 0.057, -0.103, -0.233, -0.070, 0.203, -0.052, -0.400, 0.167, 0.667, 0.323, -0.487, -0.679, -0.727, 0.214, -0.765, -0.496, -0.346, -0.401, 0.254, -0.563, 0.267, 0.182, 0.017, -0.038, 0.197, 0.322, -0.035, 0.305, 0.267, 0.316, 0.267, 0.213, -0.096, 0.274, -0.343, -0.328, -0.665, -0.268, -0.358, 0.333, 0.375, 0.296, 0.307, 0.271, -0.783, 0.819, 0.428, -0.011, -0.634, 0.159, -0.427, -0.327, 0.296, -0.252, -0.173, 0.342, -0.494, -0.458, -0.602, 0.185, -0.386, -0.467, -0.587, 0.505, -0.429, -0.672, 0.770, -0.391, 0.246, 0.261, 0.157, -0.566, 0.316, 0.806, 0.251, 0.294, 0.566, -0.563, 0.545, -0.658, -0.676, 0.382, 0.281, -0.455, 0.579, -0.417, -0.640, -0.617, -0.582, 0.125, 0.527, -0.569, -0.443, 0.381, -0.362, -0.335, 0.915, 0.198


No. 2
The following is a DFT calculation (the ωB97M-V functional and the def2-TZVPD basis) of a cluster of 5 separate species, C16H46N4O5 in total.

Cartesian coordinates (Å):
H  -0.676  -2.279  -0.945
H  4.815  -0.631  -2.624
H  0.388  -0.707  -2.495
H  -0.942  -2.544  1.315
N  0.179  3.083  2.034
C  4.853  0.256  -1.984
C  -1.476  -2.509  -1.665
H  -0.496  -0.146  1.873
H  -0.151  2.579  2.859
H  -3.292  0.950  2.441
H  -2.365  -3.098  2.191
C  2.655  1.012  -2.981
H  -2.360  -2.805  -1.086
H  -3.055  4.086  1.573
H  -0.553  0.070  -3.781
H  -2.793  -0.512  -0.933
C  -0.407  -0.859  -3.230
H  -2.178  -3.536  -4.093
H  0.216  2.330  1.340
H  -1.554  -5.118  -3.627
C  -1.963  -4.185  -3.239
H  0.920  0.627  -0.349
H  2.577  -3.693  4.002
H  3.215  -0.459  -0.086
C  1.506  -3.824  4.167
H  -2.632  0.525  -2.166
H  4.368  3.153  -2.731
H  -0.095  -1.648  -3.913
H  3.512  1.688  -1.134
C  -0.705  4.338  0.136
H  -2.040  -1.217  3.841
H  1.705  1.505  -2.712
C  -2.278  3.309  1.716
O  0.840  -2.759  3.524
H  2.402  0.052  -3.439
H  -0.998  -3.418  4.208
H  0.578  -0.710  2.872
H  -2.466  -1.502  -3.252
N  -2.124  -0.156  -1.612
C  -0.428  -2.485  4.076
O  0.046  0.765  0.055
N  2.650  -0.187  -0.888
H  1.358  -3.780  5.254
C  3.594  3.106  -3.507
H  -0.583  0.256  -0.487
O  -2.413  2.726  2.999
H  5.314  -0.004  -1.031
H  2.693  3.566  -3.078
H  -0.324  -2.045  5.078
H  3.914  3.658  -4.385
H  -0.741  3.471  -0.526
H  -1.475  5.049  -0.183
H  -2.332  -1.507  1.348
O  -0.994  -3.615  -2.407
C  -0.908  3.963  1.591
C  -3.472  1.832  3.075
H  5.470  0.988  -2.505
H  -2.443  2.563  0.921
O  3.348  1.783  -3.928
H  -2.872  -4.434  -2.681
H  2.577  -1.057  -1.419
N  -0.381  -0.360  2.866
H  -4.420  2.283  2.738
C  3.431  0.758  -1.704
C  -1.688  -1.253  -2.512
C  -1.206  -1.527  3.194
H  1.187  -4.794  3.780
H  -0.941  4.891  2.169
H  -3.590  1.539  4.115
H  0.267  4.817  0.002
C  -1.767  -2.214  1.962

Properties
- HOMO-LUMO gap: 9.0 eV
- Relative energy (zero: lowest compared OMol25 entry of this formula, charge and spin): 0.212 eV
- M: 374.57 g/mol
- SMILES: COC[C@H](C)N.COC[C@H](C)N.COC[C@H](C)N.COC[C@H](C)N.O
- Total charge: 0
- DFT total energy: -1232.3661 hartree

And the Mulliken charges, in e, turn out to be: -0.137, 0.339, -0.245, 0.274, -0.783, -1.502, -0.421, 0.100, 0.400, 0.024, 0.510, -0.584, 0.576, 0.369, 0.449, 0.198, -0.845, 0.287, 0.141, 0.294, -0.736, 0.160, 0.232, 0.265, -0.822, 0.260, 0.279, 0.469, 0.357, -1.371, 0.142, 0.298, -0.512, -0.340, 0.367, 0.407, 0.307, 0.516, -0.534, -1.034, -0.014, -0.577, 0.333, -0.684, 0.005, -0.316, 0.422, 0.286, 0.455, 0.250, 0.165, 0.423, 0.182, -0.418, 0.464, -0.505, 0.354, 0.162, -0.434, 0.297, 0.269, -0.429, 0.328, 0.257, -0.071, 0.701, 0.291, 0.297, 0.273, 0.355, -1.277


No. 3
The following is a DFT calculation (the ωB97M-V functional and the def2-TZVPD basis) of a cluster of 2 separate species, C2H3N3S in total in a non-equilibrium geometry.

Cartesian coordinates (Å):
C  1.928  0.140  -1.153
N  -1.114  0.210  -0.212
N  1.336  0.116  -2.261
N  0.415  0.028  -2.936
S  2.991  -0.394  -0.040
H  -1.137  0.633  0.691
H  2.517  0.514  0.878
H  -1.702  -0.276  -2.362
C  -1.398  -0.072  -1.310

Properties
- HOMO-LUMO gap (spin up / spin down): 9.2 / 8.9 eV
- Spin multiplicity: 3
- Relative energy (zero: lowest compared OMol25 entry of this formula, charge and spin): 0.782 eV
- M: 101.13 g/mol
- Total charge: +2
- DFT total energy: -639.5189 hartree

And the natural (NBO) charges, in e, turn out to be: 0.152, -0.407, -0.084, 0.216, 0.516, 0.520, 0.232, 0.367, 0.488


No. 4
The following is a DFT calculation (the ωB97M-V functional and the def2-TZVPD basis) of a cluster of 8 separate species, C8H24N8O16 in total in a non-equilibrium geometry.

Cartesian coordinates (Å):
O  13.044  12.347  7.549
O  7.451  6.296  8.539
H  12.157  6.570  7.179
N  13.037  13.984  10.177
N  11.724  8.494  8.044
N  13.899  12.159  6.664
O  8.776  15.206  7.487
H  5.857  7.732  10.284
N  8.672  16.428  7.782
O  12.193  9.349  7.251
N  6.284  6.667  8.543
H  14.877  14.975  10.343
O  8.199  14.299  13.042
C  13.638  12.825  5.358
O  7.539  11.248  7.653
H  10.114  7.737  11.210
H  7.042  15.380  10.907
H  10.548  11.118  8.149
O  12.422  12.926  10.473
C  11.299  7.167  7.485
H  9.712  12.447  7.290
O  11.577  8.733  9.211
C  9.749  8.575  11.804
O  9.754  15.664  12.462
N  8.523  11.168  8.409
O  5.404  6.064  7.979
H  12.573  12.924  5.147
N  8.742  14.982  12.232
H  14.106  13.801  5.485
H  10.766  7.419  6.568
O  7.584  7.653  11.935
H  9.748  18.191  7.666
C  8.079  15.045  10.900
H  4.979  8.327  8.865
H  8.185  13.994  10.632
H  8.533  15.656  10.119
H  10.511  8.805  12.548
H  14.797  13.637  9.189
H  10.717  16.592  7.613
H  14.128  12.232  4.586
H  10.716  6.710  8.285
H  9.996  17.315  9.140
H  9.417  9.506  11.346
H  9.928  12.503  9.116
O  12.416  14.949  9.744
C  9.923  17.190  8.060
C  14.502  13.964  10.186
O  8.559  10.334  9.315
O  8.626  7.778  13.757
O  7.586  16.968  7.970
N  8.584  7.951  12.531
C  9.784  11.891  8.225
H  6.686  8.745  9.117
O  14.936  11.500  6.806
H  14.896  13.290  10.947
C  5.940  7.957  9.221

Properties
- HOMO-LUMO gap: 10.0 eV
- Relative energy (zero: lowest compared OMol25 entry of this formula, charge and spin): 1.134 eV
- M: 488.32 g/mol
- SMILES: C[N+](=O)[O-].C[N+](=O)[O-].C[N+](=O)[O-].C[N+](=O)[O-].C[N+](=O)[O-].C[N+](=O)[O-].C[N+](=O)[O-].C[N+](=O)[O-]
- Total charge: 0
- DFT total energy: -1960.3017 hartree

And the natural (NBO) charges, in e, turn out to be: -0.389, -0.407, 0.241, 0.518, 0.530, 0.521, -0.400, 0.252, 0.510, -0.425, 0.539, 0.231, -0.348, -0.479, -0.368, 0.240, 0.247, 0.260, -0.379, -0.481, 0.233, -0.348, -0.481, -0.395, 0.521, -0.370, 0.239, 0.532, 0.234, 0.243, -0.385, 0.238, -0.485, 0.225, 0.232, 0.215, 0.230, 0.247, 0.246, 0.236, 0.246, 0.250, 0.259, 0.251, -0.382, -0.481, -0.480, -0.414, -0.394, -0.359, 0.529, -0.481, 0.256, -0.361, 0.245, -0.504


Q: Number 4 is which compound?
A: C8H24N8O16